120
Properties=species:S:1:pos:R:3 method="wB97M-V/def2-TZVPD" spin_multiplicity=2 charge=0 energy_ev=-193478.332 s2=0.76 de_lowest_ev=1.944 homo_energy_ev="-6.77 / -7.11" orbital_gap_ev="6.54 / 5.78"
F -0.40 -1.39 -2.05
C -3.01 -1.09 -2.19
C 0.61 -2.08 4.10
C 4.63 6.15 -0.41
H 3.55 3.14 -2.62
H 3.82 -2.63 3.33
C -3.52 -3.42 -2.61
Ge -0.99 -2.90 -1.20
C 5.89 4.11 -0.69
C 1.83 -2.71 -1.50
H 1.82 1.48 4.96
H 0.33 -3.09 3.83
N 1.90 4.47 1.82
H -5.54 -1.42 -4.43
C 2.29 -5.35 -2.37
H 4.48 7.21 -0.60
Pt -0.35 0.23 0.25
C -1.35 -3.49 0.63
H 5.12 2.35 0.33
C 2.61 0.47 -4.48
H 2.55 0.14 -5.51
S 2.70 1.91 1.83
O 2.60 6.87 2.28
C 3.10 1.74 -4.19
H -1.83 0.63 4.34
C -4.77 -1.72 -3.73
H -2.44 2.24 0.88
C 0.05 2.06 -0.16
H -4.21 0.29 -3.30
C 5.00 3.41 0.11
H -7.13 1.07 -0.11
C 4.00 -2.06 2.42
P -1.09 -1.11 2.03
H 0.22 1.15 3.15
H -5.17 -3.83 -3.92
C 0.55 0.29 3.73
C -4.56 -3.06 -3.45
H 6.42 5.99 -1.58
C -5.09 -0.61 2.71
C 3.17 -1.12 0.36
C 1.46 0.48 4.75
C -6.10 1.35 0.10
C 5.71 5.47 -0.95
C -1.91 -3.59 2.97
H 4.61 -0.02 -0.79
C 4.43 -0.59 0.11
C 2.20 -0.37 -3.46
C -1.15 1.12 -3.59
C -4.50 2.65 1.30
C 2.28 0.04 -2.14
C 3.10 -3.14 -1.88
C -3.75 1.03 -0.33
C -3.47 2.00 0.63
C -5.08 0.69 -0.57
C -3.87 -1.00 2.18
H -2.56 -5.47 3.75
C 3.17 2.16 -2.87
C 0.09 -0.99 3.41
H 0.20 -5.65 -2.05
H -4.25 3.41 2.04
C -1.66 -4.86 0.55
H -2.49 4.73 -3.39
H -3.31 -4.47 -2.45
C -4.01 -0.75 -3.09
H 1.99 -2.29 1.73
H 6.44 -0.36 0.81
H 3.43 2.39 -4.99
C -1.28 3.34 -4.50
C 3.33 -4.43 -2.33
C -2.11 3.72 -3.45
H -6.01 -0.97 2.26
P -2.29 0.30 -1.17
C -5.14 0.22 3.82
C -2.72 -2.46 -2.00
C 5.46 -0.79 1.01
H -3.09 3.12 -1.65
S 0.23 3.52 -0.53
H -2.30 -6.64 1.56
C 0.77 -3.63 -1.60
S 2.28 5.95 1.23
C -0.81 2.04 -4.56
C -5.82 2.33 1.03
P 1.72 -1.00 -0.74
H -3.85 -1.65 1.32
H -5.34 -0.08 -1.27
C 5.25 -1.52 2.17
H -1.57 -5.39 -0.40
H 2.46 -6.37 -2.69
C 1.54 -1.89 5.12
C 3.92 4.09 0.64
H 1.81 -1.35 -3.71
H -6.62 2.84 1.55
H -0.77 0.11 -3.64
C -1.45 -2.87 1.86
H 3.93 -2.46 -1.81
H 2.80 1.65 -0.81
C -2.07 -5.58 1.65
C -2.21 -4.93 2.88
C 2.97 -1.87 1.52
C 1.95 -0.61 5.45
C -1.97 1.50 -2.52
C 3.75 5.44 0.38
C -2.68 -0.56 2.76
O 1.29 6.36 0.26
C 2.79 3.56 1.49
C -3.96 0.67 4.39
H 6.06 -1.66 2.88
C -2.73 0.28 3.87
H 6.74 3.60 -1.12
C -2.45 2.80 -2.47
H -2.04 -3.08 3.92
H -3.99 1.33 5.26
H -6.09 0.53 4.23
C 2.76 1.32 -1.85
H 2.68 -0.46 6.24
H -0.17 1.73 -5.38
H 4.33 -4.73 -2.63
H 1.93 -2.75 5.64
C 1.01 -4.94 -2.01
H -1.00 4.06 -5.26


130
Properties=species:S:1:pos:R:3 method="wB97M-V/def2-TZVPD" charge=-1 energy_ev=-95951.775 de_lowest_ev=0.581 homo_energy_ev="-3.85 / -3.85" orbital_gap_ev="5.59 / 5.59"
H 4.33 2.61 2.53
N -5.42 1.34 1.36
N -1.23 0.59 -1.68
C -0.80 -4.39 -0.64
H -0.21 -5.14 2.36
C 7.41 2.02 1.26
C -2.30 1.91 -3.23
H 0.42 -7.45 2.91
C -0.99 -2.68 4.73
C 7.07 1.13 0.25
C -2.38 -1.54 -2.17
C -0.20 2.80 -2.13
H 0.85 -9.62 2.39
C -0.23 7.11 -6.98
C -0.69 6.32 -3.47
C 1.93 -2.33 1.11
N 1.77 -1.02 0.78
C -0.41 6.15 -4.82
C -3.13 -1.65 4.54
N -1.17 2.25 3.73
H 1.87 7.22 5.30
H -4.67 -2.89 -1.59
C 2.05 5.69 3.80
H 1.77 -9.05 3.79
C -1.66 -2.43 -1.35
C 1.47 -4.76 1.11
C 3.22 -2.51 1.76
C -3.76 -0.44 2.46
C 2.64 -5.33 0.58
H -0.22 -3.20 5.29
H -2.56 2.77 -3.82
H 0.16 -2.59 2.92
C -0.13 -3.26 -0.02
N -3.36 0.13 1.33
C -0.06 4.89 -5.30
C 6.42 2.55 2.08
C 0.00 3.82 -4.41
C -0.62 5.25 -2.61
H 4.05 3.47 -0.47
C -0.76 -2.32 3.41
C 9.71 1.92 0.69
C -4.49 -2.84 -2.66
H -6.24 -3.97 -3.13
C 2.53 1.83 -0.10
C 0.38 3.97 3.82
H -1.13 4.14 5.33
C 2.21 -7.40 1.71
N -1.64 -1.65 2.67
C -1.21 1.82 -2.28
C -2.20 -2.34 5.30
C -5.16 -3.38 -4.90
C -0.28 3.97 -3.06
H 7.82 0.70 -0.40
C 1.45 6.31 4.89
H 3.60 -3.42 2.18
C 3.85 -1.30 1.72
N -3.84 1.74 -0.23
H 2.94 6.13 3.36
C 2.94 -0.38 1.06
H 6.71 3.24 2.87
N -0.70 -2.10 -0.45
H -7.65 -4.99 -6.25
H -7.78 -3.96 -4.81
H -3.76 0.39 -3.83
C 3.30 0.92 0.65
O -1.56 1.20 3.15
C 4.73 1.31 0.88
C 2.08 3.61 -1.41
N -6.99 0.78 2.94
C -1.73 -3.89 -1.47
C -0.24 4.58 4.91
H 0.79 6.77 -7.15
C 1.05 -3.37 0.76
H -0.18 6.21 6.29
H -0.36 8.09 -7.43
H 5.46 0.10 -0.72
H 4.83 -1.06 2.09
H 2.12 4.52 -1.99
H -2.42 -2.59 6.33
H 9.79 0.84 0.75
H -0.83 5.39 -1.55
H 0.17 4.72 -6.34
C 5.10 2.20 1.89
C 5.73 0.79 0.07
C 1.85 -9.48 2.79
Ba -0.43 0.18 0.76
H 1.96 4.03 2.41
H 3.90 -7.07 0.45
H 2.35 -10.45 2.86
H -0.54 -5.43 -0.50
H -0.95 7.31 -3.12
O 2.65 -8.68 1.94
H 10.64 2.37 1.03
C 0.30 5.74 5.44
C -5.38 -3.45 -3.53
N -4.95 -0.27 3.04
H -3.88 -2.66 -6.45
H -2.38 -4.44 -2.13
H -0.92 6.40 -7.46
N 1.25 1.66 -0.51
C 0.95 2.69 -1.34
C -5.74 0.62 2.42
H -4.08 -1.35 4.94
H -6.85 -5.47 -4.74
O -5.98 -3.94 -5.84
C -4.04 -2.70 -5.38
C 3.01 -6.63 0.87
O -0.51 7.26 -5.61
C -2.80 -1.30 3.24
C 3.06 3.08 -0.64
H 9.54 2.21 -0.36
C 0.70 -5.56 1.94
O 8.69 2.42 1.53
C -2.91 0.69 -3.24
C -3.36 -2.16 -3.12
H 0.28 2.84 -4.77
H -4.47 2.42 -0.62
H 3.25 -4.73 -0.09
H -2.98 1.52 -0.70
H -2.29 -1.59 -4.88
C 1.52 4.53 3.26
C -7.12 -4.62 -5.37
C -2.19 -0.15 -2.30
H -7.13 0.44 3.87
N -0.11 2.77 3.22
H -7.47 1.63 2.68
C 1.05 -6.87 2.25
C -4.22 1.05 0.85
O 0.54 2.28 2.20
C -3.16 -2.11 -4.50


129
Properties=species:S:1:pos:R:3 method="wB97M-V/def2-TZVPD" charge=-2 energy_ev=-267309.845 de_lowest_ev=1.802 homo_energy_ev=-0.66 orbital_gap_ev=4.08
H -1.49 9.55 -1.34
C -3.69 -2.13 1.20
H -4.59 -6.25 -2.75
H -3.26 -3.77 3.98
C -7.47 -4.32 -1.96
C -0.93 6.66 -2.56
C 3.43 4.75 2.64
H 5.24 3.01 0.22
H 4.98 2.26 -4.67
H 3.97 6.15 4.20
C 3.87 6.02 3.13
P -4.84 -3.41 1.70
C 4.13 7.05 2.28
C 3.91 2.91 -1.49
C -5.87 -2.92 -0.83
C -3.19 -4.71 3.45
C -0.57 -4.22 1.74
C -0.69 9.10 -1.94
H -1.13 4.56 -2.98
H 0.41 -4.97 3.48
C -2.47 -3.03 -3.16
H -0.72 -3.24 2.17
C 5.64 -0.65 0.78
C -2.46 -3.72 -1.95
C -3.23 -4.87 -1.81
C -2.46 3.63 2.38
H 6.50 -0.87 1.42
H 3.21 3.84 4.59
H 0.84 -7.21 2.49
H 6.87 -1.87 -2.13
Se -6.20 -2.91 3.22
H -1.99 0.40 -1.41
S -0.14 3.18 -0.61
C -0.56 7.63 -1.63
H 7.68 -0.45 -1.47
C 6.32 2.65 -1.57
H 0.47 2.64 -3.24
C 2.62 2.52 3.04
H -1.83 -7.80 3.73
C -2.46 -5.76 3.98
H 2.53 2.38 -4.57
C -0.32 4.93 -1.03
C 7.05 -1.30 -1.21
C 4.63 -0.61 -1.39
H 2.56 0.02 -1.43
C -6.72 -3.15 -1.90
N -2.22 -0.68 0.44
H 4.38 -0.06 2.43
H 0.20 7.95 0.35
C 2.58 2.59 -3.50
H -0.93 9.26 -2.99
H 2.30 1.72 3.70
C 5.75 -0.85 -0.59
C 0.03 5.87 -0.08
N -4.03 -0.89 1.64
C -3.05 -7.13 2.10
H -3.22 -5.40 -0.88
C -0.73 -5.74 -0.13
C 4.46 -0.19 1.35
H -6.52 -5.71 0.98
C -5.77 -3.86 0.19
C -3.85 -4.85 2.23
C 2.82 3.32 0.75
P -1.46 -3.07 -0.58
C 3.44 -0.16 -0.83
C 5.18 2.88 -0.85
H -1.08 -0.26 4.13
H -4.60 -5.03 -4.90
C -2.53 -2.00 0.41
C 5.05 2.44 -3.60
H -1.32 6.97 -3.52
O -1.67 0.55 -2.32
H -4.30 -6.21 0.62
H -6.80 -2.41 -2.70
H 0.17 0.84 4.67
C -0.08 7.21 -0.39
O -0.03 3.19 0.87
C 3.84 2.66 -2.88
H -1.94 -5.63 4.92
C 1.44 2.75 -2.78
H 0.37 5.54 0.90
H -3.00 -8.07 1.56
C -0.82 5.31 -2.26
H -8.13 -4.50 -2.80
H -3.11 3.89 1.53
C 2.71 3.10 -0.74
H 4.44 8.01 2.67
C -3.99 -5.35 -2.87
C -3.78 -6.07 1.56
H 7.27 2.62 -1.06
Se 0.34 -2.20 -1.27
S 1.83 0.70 1.22
C 3.11 3.69 3.52
H -0.84 0.04 -2.27
H -3.26 -2.96 -5.16
C -7.38 -5.25 -0.93
C 3.97 6.87 0.88
C 2.49 2.34 1.64
H 3.43 5.54 -0.68
C -0.09 -6.72 0.61
C 0.08 -5.20 2.48
H 7.16 2.26 -3.53
H -1.88 -2.14 -3.27
C 3.56 5.67 0.38
I -3.83 3.87 4.08
H -7.98 -6.15 -0.97
H 7.61 -1.94 -0.53
N -3.13 -0.05 1.18
C 3.38 0.07 0.53
C 0.32 -6.45 1.91
C -2.40 -6.97 3.31
C -0.15 0.23 3.82
C -6.55 -5.01 0.15
H 4.15 7.69 0.21
O 0.95 0.77 0.00
C -0.98 -4.49 0.43
C 1.51 3.03 -1.39
C -3.25 -3.50 -4.22
H 0.23 9.64 -1.72
H -1.00 -5.94 -1.16
I 1.28 -1.46 3.99
H -1.77 4.47 2.53
C 6.25 2.44 -2.97
H 4.69 -0.78 -2.46
C 3.29 4.57 1.25
H -5.29 -2.01 -0.79
Na -1.03 1.42 1.56
H 0.11 -7.69 0.17
C -4.00 -4.67 -4.08